# C23H28BN8Rh

C23H28BN8Rh as an isolated structure in a non-equilibrium geometry (ωB97M-V/def2-TZVPD, OMol25).

Geometry as ORCA input:
```
! wB97M-V def2-TZVPD RIJCOSX def2/J DEFGRID3
* xyz 3 6
Rh 0.07 -0.09 -0.15
C 1.26 -2.44 2.80
C -0.01 -1.66 2.82
C -0.97 -1.75 3.82
C -1.91 -0.79 3.52
N -1.54 -0.15 2.41
N -0.36 -0.69 1.94
B -2.07 1.14 1.75
N -0.88 2.12 1.55
C -0.57 3.29 2.12
C 0.64 3.74 1.63
C 1.07 2.76 0.75
C 2.31 2.70 -0.07
N 0.13 1.78 0.71
N -2.74 0.80 0.40
C -4.04 0.81 0.05
C -4.14 0.55 -1.29
C -2.84 0.37 -1.74
C -2.43 0.17 -3.16
N -1.99 0.49 -0.69
N -3.13 1.92 2.60
C -3.76 3.13 2.14
C -4.59 3.55 3.11
C -4.47 2.60 4.15
C -5.12 2.52 5.45
N -3.53 1.61 3.77
H 1.41 -2.89 3.79
H 2.12 -1.80 2.60
H 1.24 -3.27 2.10
H -0.96 -2.41 4.67
H -2.80 -0.50 4.06
H -1.22 3.75 2.86
H 1.16 4.65 1.89
H 2.90 3.60 0.08
H 2.09 2.62 -1.13
H 2.93 1.85 0.24
H -4.81 1.01 0.78
H -5.04 0.52 -1.88
H -3.18 0.62 -3.81
H -2.37 -0.89 -3.43
H -1.48 0.66 -3.38
H -3.52 3.54 1.17
H -5.23 4.42 3.11
H -5.81 3.33 5.63
H -4.35 2.50 6.24
H -5.63 1.55 5.55
C 0.12 -4.10 -0.07
C 0.61 -2.85 -0.71
C 1.80 -2.21 -0.29
C 2.28 -1.05 -0.91
C 1.59 -0.51 -1.99
C 0.43 -1.17 -2.46
C -0.07 -2.28 -1.80
H 0.94 -4.70 0.33
H -0.44 -4.71 -0.78
H -0.55 -3.86 0.76
H 2.41 -2.67 0.48
H 3.22 -0.61 -0.59
H 1.99 0.34 -2.53
H -0.04 -0.82 -3.37
H -0.97 -2.77 -2.17
*
```

* orbital gap (alpha / beta): 9.6 / 5.4 eV
* maximum force: 0.0208 hartree/bohr
* ⟨S²⟩: 8.775
* LUMO (alpha / beta): -8.434 / -12.517 eV

Want to see where the charge sits? The Mulliken charges in e are: 0.39, -1.20, 0.53, -1.33, -0.08, 0.69, 0.01, 0.09, 0.73, 0.15, -1.38, 0.26, -1.36, -0.11, 0.95, 0.02, -1.41, 0.61, -1.52, -0.35, 1.44, -0.44, -1.15, 0.57, -1.15, -1.06, 0.48, 0.32, 0.03, 0.51, 0.61, 0.53, 0.49, 0.41, 0.29, 0.25, 0.54, 0.52, 0.49, 0.25, 0.34, 0.66, 0.50, 0.40, 0.35, 0.35, -1.83, 1.21, -0.20, -1.11, -1.07, -0.66, -0.44, 0.43, 0.50, 0.34, 0.89, 0.62, 0.67, 0.94, 0.54

---

# C23H28F2IMnN5O3S

C23H28F2IMnN5O3S as an isolated structure (ωB97M-V/def2-TZVPD, OMol25).

Geometry as ORCA input:
```
! wB97M-V def2-TZVPD RIJCOSX def2/J DEFGRID3
* xyz 0 2
Mn 0.60 0.33 0.39
C 1.38 2.28 -2.77
C 2.05 3.16 -1.72
C 3.07 4.10 -2.37
C 2.66 2.31 -0.63
C 3.81 1.56 -0.83
C 4.33 0.74 0.16
C 3.71 0.61 1.39
C 4.25 -0.28 2.47
C 2.54 1.35 1.61
C 2.04 2.21 0.63
H 0.90 2.88 -3.54
H 0.61 1.63 -2.32
H 2.12 1.64 -3.25
H 1.28 3.78 -1.25
H 3.84 3.53 -2.90
H 3.57 4.72 -1.63
H 2.58 4.75 -3.09
H 4.32 1.61 -1.79
H 5.23 0.16 -0.04
H 3.44 -0.68 3.08
H 4.92 0.27 3.12
H 4.81 -1.12 2.04
H 2.07 1.32 2.59
H 1.22 2.87 0.87
N -6.31 -2.91 2.61
C -5.21 -2.69 1.80
C -5.38 -2.46 0.43
C -4.28 -2.28 -0.39
C -3.00 -2.34 0.15
C -2.82 -2.57 1.51
C -3.92 -2.74 2.33
S -1.59 -2.10 -0.86
O -0.57 -3.02 -0.41
O -2.00 -2.16 -2.24
N -1.01 -0.63 -0.50
C -1.74 0.49 -0.59
N -2.99 0.61 -1.05
C -3.50 1.83 -1.03
C -2.81 2.95 -0.57
C -1.53 2.73 -0.09
N -1.00 1.52 -0.10
H -7.19 -2.55 2.27
H -6.17 -2.75 3.59
H -6.37 -2.42 0.01
H -4.39 -2.08 -1.44
H -1.82 -2.62 1.92
H -3.78 -2.93 3.39
H -4.51 1.93 -1.40
H -3.25 3.93 -0.57
H -0.92 3.54 0.31
N 1.60 -2.24 -2.33
C 1.87 -2.02 -1.04
O 1.93 -0.87 -0.58
C 2.19 -3.19 -0.17
I 4.31 -3.51 -0.20
H 1.24 -1.46 -2.86
H 1.34 -3.16 -2.62
H 1.73 -4.11 -0.51
H 1.90 -2.97 0.85
F 0.01 0.89 3.19
C -0.26 -0.01 2.16
F 0.24 -1.25 2.62
H -1.35 -0.13 2.18
*
```

* orbital gap (alpha / beta): 8.1 / 7.5 eV
* maximum force: 0.0033 hartree/bohr
* ⟨S²⟩: 0.792
* LUMO (alpha / beta): 0.156 / 0.139 eV

Want to see where the charge sits? The Mulliken charges in e are: 0.37, -1.20, 0.33, -1.65, 1.12, -0.20, -0.96, 0.68, -1.57, -0.83, -1.08, 0.47, 0.02, 0.23, 0.22, 0.31, 0.41, 0.44, 0.34, 0.42, 0.33, 0.37, 0.29, 0.74, 0.73, -0.58, 1.11, -0.81, -0.21, -0.44, -0.51, -0.92, 1.34, -0.76, -0.78, 0.12, 0.47, -0.42, -0.36, -0.91, 0.00, 0.23, 0.22, 0.22, 0.29, 0.47, 0.56, 0.31, 0.44, 0.42, 0.45, -0.10, -0.08, -0.21, -0.98, 0.00, 0.29, 0.26, 0.58, 0.27, -0.36, 0.18, -0.37, 0.23

---

# C23H28F2N4O5S

A single C23H28F2N4O5S molecule in a non-equilibrium geometry (ωB97M-V/def2-TZVPD, OMol25).

Geometry as ORCA input:
```
! wB97M-V def2-TZVPD RIJCOSX def2/J DEFGRID3
* xyz 0 1
O -1.11 3.68 0.75
C -1.18 2.48 0.66
N -1.72 1.64 1.59
C -2.32 1.95 2.80
C -2.68 0.90 3.65
C -3.28 1.15 4.86
C -3.53 2.46 5.25
C -3.18 3.51 4.41
C -2.58 3.27 3.19
H -2.31 4.09 2.56
F -3.41 4.77 4.78
F -4.11 2.70 6.44
H -3.56 0.35 5.52
H -2.49 -0.12 3.35
H -1.64 0.66 1.35
C -0.61 1.72 -0.54
N -0.84 0.28 -0.46
C 0.22 -0.58 -0.80
C 0.07 -1.51 -1.81
C 1.09 -2.40 -2.11
C 2.28 -2.36 -1.42
C 2.44 -1.44 -0.40
C 1.42 -0.56 -0.05
N 1.55 0.36 0.97
H 0.69 0.64 1.41
C 2.63 0.30 1.92
C 2.43 1.40 2.96
C 2.46 2.83 2.40
H 3.45 3.27 2.52
C 1.38 3.57 3.19
H 0.57 3.90 2.54
C 0.88 2.49 4.17
H 1.42 2.56 5.12
H -0.19 2.54 4.37
O 1.15 1.25 3.55
H 1.76 4.43 3.72
H 2.23 2.81 1.33
H 3.20 1.29 3.75
H 2.67 -0.68 2.43
H 3.59 0.46 1.42
H 3.36 -1.43 0.16
H 3.06 -3.06 -1.68
S 0.82 -3.56 -3.43
O 1.93 -4.47 -3.49
O -0.50 -4.11 -3.32
N 0.79 -2.50 -4.74
C -0.04 -2.91 -5.86
H -0.94 -3.37 -5.45
C 0.71 -3.91 -6.75
H 0.14 -4.13 -7.65
O 1.94 -3.36 -7.18
C 2.77 -3.06 -6.09
H 3.69 -2.65 -6.51
C 2.10 -2.05 -5.15
H 2.70 -1.90 -4.25
H 1.97 -1.09 -5.67
H 3.00 -3.97 -5.52
H 0.89 -4.83 -6.18
H -0.30 -2.02 -6.43
H -0.85 -1.58 -2.38
H -1.68 0.02 -0.97
H 0.46 1.93 -0.59
H -1.06 2.16 -1.44
*
```

* orbital gap: 8.8 eV
* maximum force: 0.0208 hartree/bohr
* LUMO: 0.395 eV

Want to see where the charge sits? The Mulliken charges in e are: -0.67, 0.57, 0.05, 0.11, -0.55, -0.66, 0.41, 0.21, -0.15, 0.51, -0.33, -0.32, 0.41, 0.43, 0.30, -0.83, -0.23, 0.37, -0.94, -0.43, -0.86, -0.81, 0.97, 0.41, -0.26, -1.30, -0.01, -0.75, 0.41, -0.33, 0.03, -0.27, 0.38, -0.05, -0.46, 0.46, 0.21, 0.60, 0.52, 0.49, 0.41, 0.55, 1.48, -0.70, -0.77, -0.01, -0.75, 0.44, -0.43, 0.38, -0.42, -0.52, 0.38, -0.62, 0.31, 0.37, 0.33, 0.31, 0.35, 0.32, 0.22, 0.23, 0.49

---

# C23H28F7NO23

A 9-piece molecular cluster, C23H28F7NO23 overall in a non-equilibrium geometry (ωB97M-V/def2-TZVPD, OMol25).

Geometry as ORCA input:
```
! wB97M-V def2-TZVPD RIJCOSX def2/J DEFGRID3
* xyz 1 2
N -6.07 -5.60 -16.58
H -6.29 -6.55 -16.82
H -5.15 -5.51 -16.17
H -6.72 -5.23 -15.90
H -6.10 -4.97 -17.37
C -7.69 -4.28 -12.46
C -7.45 -4.88 -13.84
O -7.42 -4.08 -14.83
O -7.21 -6.11 -13.91
H -7.67 -3.20 -12.61
H -6.91 -4.59 -11.76
H -8.71 -4.59 -12.24
C -9.69 -7.97 -15.18
C -9.74 -6.84 -16.19
O -11.08 -6.43 -16.11
C -11.84 -7.42 -15.59
O -13.05 -7.49 -15.58
O -11.04 -8.45 -15.20
F -9.42 -7.31 -17.38
H -9.45 -7.72 -14.15
H -8.99 -8.77 -15.38
H -9.11 -5.99 -15.97
C -11.03 -2.74 -12.53
C -12.18 -1.80 -12.16
O -13.31 -2.66 -12.41
C -12.91 -3.42 -13.54
O -13.62 -4.12 -14.18
O -11.62 -3.27 -13.73
F -12.21 -0.74 -13.04
H -10.82 -3.54 -11.82
H -10.10 -2.19 -12.67
H -12.23 -1.41 -11.15
C -8.85 0.45 -10.37
C -8.38 0.62 -11.81
O -7.34 1.53 -11.64
C -7.45 2.21 -10.50
O -6.82 3.21 -10.09
O -8.32 1.58 -9.72
F -9.41 1.18 -12.51
H -8.54 -0.54 -10.04
H -9.94 0.45 -10.35
H -8.07 -0.25 -12.39
C -4.45 -1.92 -14.80
C -5.18 -1.98 -13.48
O -4.54 -0.92 -12.79
C -4.09 -0.03 -13.70
O -4.01 1.18 -13.45
O -3.97 -0.55 -14.89
F -4.97 -3.08 -12.72
H -5.14 -1.89 -15.65
H -3.70 -2.69 -15.01
H -6.22 -1.68 -13.59
C -5.97 -4.58 -7.37
C -7.07 -5.54 -7.54
O -7.66 -5.05 -8.76
C -7.39 -3.72 -8.86
O -7.95 -2.99 -9.71
O -6.45 -3.38 -7.90
F -7.87 -5.29 -6.55
H -5.08 -4.87 -7.94
H -5.53 -4.45 -6.38
H -6.75 -6.57 -7.40
C -7.67 -8.15 -11.59
C -8.69 -7.72 -10.52
O -8.44 -8.60 -9.42
C -7.84 -9.69 -9.84
O -7.66 -10.68 -9.13
O -7.28 -9.43 -11.08
F -9.92 -7.94 -10.92
H -6.82 -7.48 -11.74
H -8.13 -8.38 -12.55
H -8.57 -6.68 -10.21
C -9.79 -1.81 -16.07
C -8.69 -2.01 -17.01
O -7.65 -1.43 -16.29
C -8.10 -0.56 -15.46
O -7.43 0.21 -14.79
O -9.42 -0.72 -15.39
F -8.98 -1.34 -18.19
H -9.77 -2.64 -15.36
H -10.77 -1.67 -16.54
H -8.45 -3.05 -17.22
*
```

* orbital gap (alpha / beta): 7.9 / 2.9 eV
* maximum force: 0.1220 hartree/bohr
* ⟨S²⟩: 0.755
* LUMO (alpha / beta): -4.542 / -9.505 eV

Want to see where the charge sits? The Mulliken charges in e are: -0.13, 0.41, 0.42, -0.28, 0.39, -0.13, 0.73, -0.62, -0.26, -0.66, 0.62, 0.56, -0.21, 1.42, -0.35, 0.55, -0.49, -0.35, -0.32, -0.11, 0.40, -0.54, 0.23, 0.23, -0.37, 0.43, -0.49, -0.07, -0.28, 0.22, -0.32, 0.42, 0.05, 1.02, -0.33, 0.56, -0.58, -0.32, -0.30, 0.03, 0.20, -0.37, -0.31, 1.50, -0.36, 0.56, -0.53, -0.31, -0.31, 0.12, 0.28, -0.68, -0.65, 0.32, -0.25, 0.40, -0.42, -0.27, -0.28, 0.30, 0.36, 0.44, 0.18, 0.86, -0.40, 0.58, -0.53, -0.41, -0.31, 0.25, -0.06, -0.04, 0.19, 0.46, -0.21, 0.58, -0.49, -0.30, -0.34, -0.30, 0.37, -0.01

---

# C23H28FeN6O2PS5

C23H28FeN6O2PS5 as an isolated structure (ωB97M-V/def2-TZVPD, OMol25).

Geometry as ORCA input:
```
! wB97M-V def2-TZVPD RIJCOSX def2/J DEFGRID3
* xyz 0 2
Fe 0.15 -0.53 1.24
C -4.28 2.97 0.71
C -3.14 3.19 -0.27
N -1.83 3.20 0.36
C -1.18 2.09 0.78
S -1.63 0.54 0.17
N -0.18 2.35 1.62
N 0.47 1.23 2.01
C 1.41 1.32 2.89
C 1.85 2.59 3.53
C 2.02 0.03 3.25
C 2.99 -0.10 4.24
C 3.45 -1.37 4.57
C 2.92 -2.47 3.92
C 1.97 -2.27 2.94
N 1.55 -1.05 2.59
H -5.24 2.98 0.19
H -4.29 3.75 1.47
H -4.17 2.01 1.21
H -3.26 4.14 -0.80
H -3.13 2.40 -1.03
H -1.58 4.03 0.89
H 1.19 3.40 3.22
H 2.87 2.85 3.23
H 1.83 2.51 4.62
H 3.37 0.77 4.74
H 4.20 -1.49 5.34
H 3.23 -3.48 4.17
H 1.52 -3.09 2.39
O -3.64 -5.94 2.90
C -2.94 -5.01 2.64
S -1.90 -4.92 1.20
C -1.31 -3.29 1.45
C -1.80 -2.62 2.56
S -1.40 -1.04 2.95
S -2.95 -3.49 3.56
S -0.26 -2.62 0.32
N 3.26 -0.97 -1.46
C 2.47 -1.19 -0.38
N 1.60 -0.23 -0.19
C 1.83 0.70 -1.21
C 1.22 1.91 -1.52
C 1.67 2.60 -2.62
C 2.71 2.11 -3.42
C 3.34 0.92 -3.13
C 2.88 0.23 -2.01
H 3.97 -1.59 -1.79
H 2.55 -2.08 0.21
H 0.40 2.29 -0.92
H 1.20 3.54 -2.88
H 3.03 2.69 -4.28
H 4.14 0.54 -3.74
C -1.02 -1.94 -5.00
P -1.17 -1.11 -3.41
C -2.62 -1.84 -2.63
C -1.64 0.58 -3.81
O 0.06 -1.19 -2.58
H -1.94 -1.86 -5.58
H -0.80 -3.00 -4.83
H -0.20 -1.50 -5.56
H -3.48 -1.82 -3.30
H -2.85 -1.28 -1.73
H -2.39 -2.87 -2.36
H -2.59 0.63 -4.34
H -0.85 1.04 -4.42
H -1.71 1.13 -2.87
*
```

* orbital gap (alpha / beta): 6.6 / 6.2 eV
* maximum force: 0.0113 hartree/bohr
* ⟨S²⟩: 0.765
* LUMO (alpha / beta): -0.096 / -1.104 eV

Want to see where the charge sits? The Mulliken charges in e are: -0.17, -1.09, -0.28, -0.09, -0.14, -0.30, -1.73, 1.90, 1.03, -2.02, 0.61, -1.04, -0.45, -0.97, -0.22, 0.35, 0.42, 0.32, 0.23, 0.46, -0.03, 0.29, 0.41, 0.33, 0.40, 0.47, 0.42, 0.42, 0.51, -0.56, 0.61, -0.12, 0.20, 0.36, -0.42, -0.13, -0.26, 0.00, -0.83, 0.71, 0.20, 0.27, -1.02, -0.41, -1.24, 0.40, 0.24, 0.50, 0.19, 0.43, 0.40, 0.42, -1.32, 0.97, -0.93, -0.79, -0.53, 0.37, 0.35, 0.34, 0.42, 0.18, 0.26, 0.40, 0.34, -0.06

---

# C23H28N2O3

A single C23H28N2O3 molecule (ωB97M-V/def2-TZVPD, OMol25).

Geometry as ORCA input:
```
! wB97M-V def2-TZVPD RIJCOSX def2/J DEFGRID3
* xyz 0 1
C -6.68 -2.90 0.77
C -5.65 -1.91 0.35
C -4.32 -2.06 0.12
C -3.80 -0.79 -0.25
C -2.52 -0.34 -0.61
C -2.37 1.00 -0.92
C -3.46 1.88 -0.89
C -4.73 1.46 -0.55
C -4.88 0.11 -0.23
N -5.99 -0.59 0.15
H -6.91 -0.21 0.25
H -5.56 2.14 -0.52
H -3.30 2.91 -1.14
H -1.40 1.41 -1.17
O -1.54 -1.29 -0.63
C -0.22 -0.97 -0.99
H 0.18 -1.87 -1.49
H -0.17 -0.13 -1.69
C 0.66 -0.69 0.24
C 0.42 0.68 0.87
N 0.66 1.73 -0.10
H 1.51 1.51 -0.61
C 0.75 3.10 0.39
C 2.05 3.35 1.18
H 2.92 3.15 0.56
H 2.10 2.72 2.06
H 2.10 4.39 1.50
C 0.74 4.00 -0.86
H -0.18 3.84 -1.42
H 1.58 3.77 -1.50
H 0.80 5.05 -0.57
C -0.46 3.43 1.26
H -0.49 4.50 1.45
H -0.40 2.91 2.21
H -1.37 3.14 0.76
H 1.07 0.75 1.76
H -0.62 0.73 1.20
H 0.49 -1.47 0.99
O 2.02 -0.78 -0.21
C 2.95 -1.08 0.70
O 2.70 -1.30 1.86
C 4.31 -1.11 0.13
C 5.38 -1.39 0.98
C 6.67 -1.43 0.48
C 6.90 -1.18 -0.86
C 5.84 -0.90 -1.71
C 4.55 -0.86 -1.22
H 3.72 -0.65 -1.88
H 6.03 -0.71 -2.76
H 7.91 -1.21 -1.25
H 7.50 -1.64 1.14
H 5.18 -1.58 2.02
H -3.75 -2.97 0.20
H -7.13 -2.61 1.72
H -6.22 -3.88 0.89
H -7.47 -2.97 0.02
*
```

* orbital gap: 7.9 eV
* maximum force: 0.0175 hartree/bohr
* LUMO: 0.498 eV

Want to see where the charge sits? The Mulliken charges in e are: -1.33, 0.32, -0.58, 1.59, 0.48, -0.64, -0.81, -1.33, -0.33, 0.00, 0.18, 0.38, 0.44, 0.36, -0.46, -0.96, 0.34, 0.42, 0.31, -1.18, 0.13, 0.37, 1.30, -1.74, 0.36, 0.37, 0.47, -1.71, 0.34, 0.39, 0.45, -1.55, 0.48, 0.35, 0.22, 0.54, 0.47, 0.48, -0.38, 0.64, -0.64, 0.23, -0.43, -0.56, -0.37, -0.67, -0.29, 0.47, 0.39, 0.39, 0.40, 0.46, 0.51, 0.32, 0.31, 0.32

---

# C23H28N4O2

A single C23H28N4O2 molecule (ωB97M-V/def2-TZVPD, OMol25).

Geometry as ORCA input:
```
! wB97M-V def2-TZVPD RIJCOSX def2/J DEFGRID3
* xyz 0 1
C -4.31 -1.50 -2.52
H -3.52 -1.78 -3.21
O -3.75 -0.53 -1.67
C -4.53 0.01 -0.69
C -5.85 -0.34 -0.46
C -6.56 0.25 0.58
C -5.96 1.20 1.39
C -4.65 1.55 1.16
C -3.90 0.98 0.13
C -2.53 1.35 -0.14
C -1.69 1.96 0.71
C -0.33 2.25 0.35
N 0.46 2.69 1.26
N 1.78 2.91 1.03
C 2.51 2.83 -0.13
O 2.02 2.77 -1.24
C 4.02 2.78 0.12
N 4.60 1.45 0.16
C 4.02 0.51 1.10
C 2.80 -0.24 0.57
N 3.12 -0.91 -0.67
C 3.61 0.04 -1.66
C 4.83 0.78 -1.11
H 5.18 1.51 -1.84
H 5.63 0.06 -0.93
H 3.91 -0.51 -2.55
H 2.83 0.77 -1.94
C 1.96 -1.63 -1.19
C 1.51 -2.70 -0.24
C 2.41 -3.67 0.20
C 2.00 -4.66 1.07
C 0.69 -4.70 1.52
C -0.21 -3.74 1.09
C 0.20 -2.74 0.22
H -0.51 -1.99 -0.10
H -1.23 -3.77 1.44
H 0.38 -5.48 2.20
H 2.71 -5.40 1.40
H 3.43 -3.62 -0.15
H 1.13 -0.94 -1.40
H 2.26 -2.09 -2.13
H 2.49 -0.99 1.31
H 1.95 0.45 0.43
H 3.77 1.04 2.03
H 4.80 -0.22 1.32
H 4.26 3.27 1.07
H 4.51 3.33 -0.69
H 2.28 3.08 1.89
H -0.04 2.06 -0.67
H -1.98 2.21 1.72
H -2.17 1.07 -1.12
H -4.18 2.31 1.78
H -6.52 1.66 2.19
H -7.59 -0.04 0.74
H -6.34 -1.08 -1.07
H -5.16 -1.10 -3.09
H -4.63 -2.39 -1.96
*
```

* orbital gap: 8.0 eV
* maximum force: 0.0186 hartree/bohr
* LUMO: 0.108 eV

Want to see where the charge sits? The Mulliken charges in e are: -0.98, 0.24, -0.37, 0.67, -0.63, -0.64, -0.80, -0.49, 0.70, -0.17, -0.30, -0.34, -1.07, 0.37, 0.82, -0.61, -1.15, 0.20, -1.49, 0.04, -0.01, -0.40, -1.09, 0.41, 0.38, 0.49, 0.23, -1.10, 0.41, -0.13, -0.62, -0.36, -0.72, -0.47, 0.56, 0.41, 0.37, 0.39, 0.41, 0.36, 0.45, 0.63, -0.04, 0.42, 0.44, 0.38, 0.41, 0.29, 0.45, 0.35, 0.44, 0.33, 0.38, 0.38, 0.40, 0.39, 0.38